[1]
20
Properties=species:S:1:pos:R:3:forces:R:3 method="wB97M-V/def2-TZVPD" e_homo_ev=-4.8 charge=-1 e_tot_ha=-1041.43775
C -1.00791 0.09787 1.68509 -0.49 -2.74 -1.39
C -0.03217 1.07270 1.37053 1.34 1.61 -2.68
C -1.28072 -0.88695 0.79087 1.30 0.75 -0.27
C 0.76607 0.96209 0.27422 -0.47 0.99 1.60
C -0.54669 -1.00651 -0.56432 1.73 -1.17 1.39
C 0.83891 -0.20713 -0.57078 -0.56 -2.98 0.65
N 2.06285 2.03287 -1.28232 0.81 0.15 -1.18
N 1.58108 2.14296 -0.13828 -1.37 0.94 -0.02
O 1.52864 3.19761 0.54692 0.33 -0.72 -0.13
O 1.27453 -2.06862 1.13934 -0.28 -1.05 0.67
O 2.80148 -2.15636 -0.81054 -1.15 0.32 0.30
O 3.06717 -0.43700 0.87000 -0.40 -0.07 -0.13
S 2.12640 -1.35624 0.22344 1.57 1.09 -0.76
H -1.41422 -0.00450 2.65661 -0.57 0.39 0.82
H -0.11616 2.08730 1.68961 0.25 0.40 1.06
H -1.98687 -1.66353 1.00428 -0.34 -0.23 0.25
H -0.33294 -2.14384 -0.82106 -0.53 2.46 0.51
H -1.17901 -0.56249 -1.28272 -0.87 0.30 -1.27
H 1.17033 0.00911 -1.55494 0.16 0.12 -0.74
H 2.47774 2.91429 -1.66464 -0.44 -0.56 1.31


[2]
27
Properties=species:S:1:pos:R:3:forces:R:3 method="wB97M-V/def2-TZVPD" e_homo_ev="-12.5 / -12.7" charge=+1 spin_multiplicity=3 e_tot_ha=-2414.58715
W 0.55488 -0.78941 0.05894 -3.06 5.04 1.02
S -0.34631 -2.94736 0.46614 3.44 0.68 -1.10
C 1.36257 -3.26873 -0.43626 -1.66 -3.84 -2.42
S 2.04259 -1.51486 -1.22787 1.65 -4.44 -0.72
C 1.64070 -4.67322 -1.02283 -6.62 3.78 7.25
C 1.01274 -5.95162 -0.30994 -2.60 -2.09 -1.08
N 0.37630 -6.95624 -0.07267 3.54 5.39 -0.95
C 2.79637 -4.81766 -1.60032 5.41 -1.40 -2.54
N 3.86895 -5.07033 -1.93058 0.26 0.22 -0.51
C -0.69505 1.29828 2.05736 -4.46 -2.04 1.67
C -0.52002 2.43240 0.83945 -5.47 -2.01 4.72
O -0.83423 3.78218 1.57225 -0.43 -1.74 -8.85
P -1.97282 1.45885 -0.35937 3.14 4.07 -1.20
O -1.97140 2.19648 -1.70495 -6.10 4.62 5.71
O -3.35682 1.61404 0.13010 11.80 -2.26 8.00
O -1.57587 0.17451 -0.86136 2.90 -6.14 1.85
P 0.96122 2.25224 -0.05448 0.36 -9.29 1.49
O 1.53017 3.55091 0.12955 6.59 8.34 -0.04
O 0.93977 1.60743 -1.35305 -1.00 -0.23 -2.96
O 1.55345 0.85612 0.77442 -0.84 1.12 -0.31
H -2.10358 1.02717 2.41082 3.80 1.65 -1.25
H -0.34733 1.50997 3.15761 0.07 -0.34 -2.61
H -0.70624 0.09947 1.79454 0.83 2.70 0.56
H -1.05312 4.17663 0.28048 0.62 -0.42 5.84
H -1.48367 2.09376 -2.39077 5.41 -1.51 -6.76
H -4.08702 1.75010 -0.15706 -14.20 2.72 -5.91
H 2.41377 4.10893 -0.19014 -3.37 -2.56 1.10


[3]
16
Properties=species:S:1:pos:R:3:forces:R:3 method="wB97M-V/def2-TZVPD" e_homo_ev=-8.8 smiles="C#C[C@]12NN=C[C@H]1[C@H]2N" e_tot_ha=-396.84840
C 0.07680 1.00484 0.10934 3.73 1.68 -0.89
C 0.27648 -0.13900 1.11366 1.66 -0.80 0.67
C 1.51590 -0.96296 0.76617 3.82 0.94 -0.04
C -0.51959 -0.26240 -0.15161 -1.14 -4.10 -1.76
C -1.98845 -0.45932 -0.17018 -3.76 1.81 0.56
C -3.21964 -0.23114 -0.04925 1.22 -0.46 -1.25
H 1.89974 2.46289 -0.33880 -3.32 -3.66 -1.25
H 1.73945 0.91154 -1.36581 -1.87 1.84 1.97
H -0.60755 1.63956 0.57192 -0.81 1.63 0.09
H -0.16170 -0.03029 2.12929 0.59 -0.29 -0.91
H 2.68222 -0.83472 1.33083 -3.97 -0.57 -1.42
H -0.30769 -2.04116 -1.48887 2.25 2.33 1.76
H -4.40080 -0.02895 -0.18546 3.72 -0.77 0.60
N 1.13000 1.63997 -0.79337 2.38 0.45 0.74
N 1.60312 -1.46179 -0.44970 -3.28 0.65 2.03
N 0.28170 -1.20708 -1.02816 -1.21 -0.68 -0.89


[4]
16
Properties=species:S:1:pos:R:3:forces:R:3 method="wB97M-V/def2-TZVPD" e_homo_ev="-6.4 / -9.6" spin_multiplicity=3 e_tot_ha=-396.83662
C -0.84838 -0.48327 0.07919 -0.34 -3.88 3.19
C -1.21267 -1.77166 -0.42111 0.35 2.00 4.49
C -1.34306 -2.15615 -1.73985 -1.38 -3.02 -2.81
C 0.35875 2.63445 1.38312 2.10 0.75 3.22
C -0.40525 0.63836 -0.53955 0.76 5.49 4.13
C -0.45902 2.23132 0.47975 -2.26 -3.60 -4.63
N -0.78286 -0.60334 1.54260 0.01 2.73 -3.56
N -1.14124 -1.71947 1.87647 -0.82 -4.02 0.79
N -1.45092 -2.50628 0.78083 0.72 3.90 -2.19
H -1.91063 -3.12409 -2.05063 1.09 1.89 0.79
H -0.89162 -1.63341 -2.58152 -0.06 0.13 0.54
H 0.20681 3.44215 2.16120 -0.36 -0.45 -1.59
H 1.29418 2.12676 1.66567 -0.57 -0.25 -0.53
H -0.37543 0.73013 -1.54098 0.15 0.53 -3.22
H -1.38403 2.71045 0.08494 0.80 -0.17 0.90
H -1.43221 -3.47183 0.83751 -0.18 -2.03 0.48